Below is 2 unconnected molecules or ions with the total composition CHClINO at a distorted geometry, with properties calculated with ωB97M-V with the def2-TZVPD basis set.

Last column: natural (NBO) charge in e.
Cartesian coordinates (Å):
O1 0.292 -1.929 0.063  -0.377
N1 0.361 -0.974 -0.716  0.166
C1 0.813 0.042 -1.128  0.063
Cl1 0.563 1.150 -2.277  0.149
I1 -1.512 1.491 1.736  -0.126
H1 -0.517 0.220 2.321  0.125

ΔE to the lowest compared entry with this formula, charge and spin ... 225.2 kJ/mol
Electronic energy ... -926.443208 Ha
Spin multiplicity ... 1
Max |F| ... 0.060 Eh/bohr
Gap between HOMO and LUMO ... 9.35 eV